The following is a DFT calculation (ωB97M-V/def2-TZVPD) of C27H40Br40NO5 as an isolated structure in a non-equilibrium geometry.

The calculation puts the largest force on an atom at 5.821 eV/A. The total energy comes out at -2842067.8686 eV.

```
! RIJCOSX wB97M-V def2-TZVPD def2/J DEFGRID3
* xyz -1 1
C 6.75830 -0.92785 0.33538
C 6.77022 0.55530 -0.14914
C 7.59186 0.76155 -1.43269
C 5.42251 1.30710 -0.03732
C 4.28658 1.09685 -1.09231
C 3.29654 2.30198 -0.73258
C 2.25655 2.73193 -1.77914
C 1.26962 3.69580 -1.03765
Br 1.13136 1.37828 -2.61560
C 4.70025 1.57172 -2.52119
O 5.45875 2.56370 -2.60830
O 4.26310 1.00264 -3.56031
N 3.57996 -0.17400 -1.05508
C 2.92759 -0.52758 0.19511
C 1.97963 -1.76170 0.14357
C 0.77369 -1.62005 -0.78894
C -0.25543 -0.62150 -0.22263
O -0.76206 -1.02054 1.05668
C 4.19646 -1.36226 -1.59638
O 5.32449 -1.19307 -2.42163
O 5.26087 -2.19610 -3.39784
H 7.58360 -1.08948 1.04515
H 5.84250 -1.19031 0.87192
H 6.97043 -1.60853 -0.49687
H 7.39884 1.03162 0.62423
H 8.63658 0.51115 -1.17369
H 7.32003 0.11205 -2.26565
H 7.62055 1.82020 -1.70264
H 5.68538 2.36352 0.08378
H 4.99183 1.03213 0.94290
H 2.91258 2.21989 0.29038
H 3.98330 3.15935 -0.70508
H 2.66980 3.34896 -2.57691
H 0.36589 3.83373 -1.63612
H 1.75808 4.63321 -0.75192
H 0.96315 3.17870 -0.11640
H 2.35037 0.26246 0.67998
H 3.71908 -0.82160 0.92319
H 2.53114 -2.69852 0.00766
H 1.56646 -1.83602 1.16255
H 0.24665 -2.58752 -0.76603
H 1.02053 -1.43686 -1.83639
H -1.06751 -0.53037 -0.95618
H 0.17653 0.38363 -0.14246
H -0.31768 -0.45265 1.69546
H 3.45224 -1.94527 -2.16104
H 4.50915 -2.04277 -0.76907
H 5.36979 -1.68750 -4.21769
C 3.98181 4.23022 -6.00836
Br 4.45789 3.00455 -4.54146
Br 5.43051 5.46410 -6.42197
Br 3.37530 3.29945 -7.61181
H 3.14886 4.83627 -5.67019
C -2.67515 -4.48944 -0.77042
Br -2.74344 -2.93668 -1.90881
Br -4.16872 -5.66954 -1.09105
Br -0.98142 -5.39273 -0.90646
H -2.76608 -4.13995 0.24815
C 7.26158 7.81781 -2.98262
Br 6.06550 6.32349 -2.79358
Br 8.84396 7.61237 -1.88843
Br 7.71266 8.15396 -4.82874
H 6.74042 8.69242 -2.61931
C -6.38760 -3.58161 1.69858
Br -6.91512 -1.81847 1.14391
Br -4.50700 -3.64824 2.14743
Br -7.49794 -4.24732 3.12798
H -6.53264 -4.23894 0.84828
C -8.67020 -7.83636 0.75873
Br -10.03647 -6.67758 0.04548
Br -8.88681 -9.65792 0.16183
Br -6.90410 -7.16738 0.37678
H -8.78175 -7.83823 1.83516
C -3.79817 -0.62139 4.76734
Br -4.32067 1.14699 4.20367
Br -1.92262 -0.70435 5.20717
Br -4.89808 -1.27254 6.21137
H -3.95673 -1.28187 3.92443
C -4.82698 -8.45499 4.23875
Br -3.24356 -9.53766 4.02470
Br -4.73114 -6.83295 3.20439
Br -6.43670 -9.45259 3.85362
H -4.87416 -8.16664 5.28088
C -2.17778 -6.72658 7.18327
Br -2.74449 -4.96301 6.64881
Br -0.29665 -6.77788 7.60187
Br -3.25416 -7.41525 8.63033
H -2.33139 -7.38158 6.33500
C 7.07645 10.51778 0.25828
Br 6.48513 8.94022 1.19354
Br 6.00826 10.86487 -1.31164
Br 7.14886 12.05563 1.42286
H 8.08613 10.32702 -0.08099
C -3.43228 4.79170 4.97369
Br -4.48316 5.86155 6.18823
Br -2.57610 5.87174 3.62560
Br -2.16599 3.68360 5.91148
H -4.11720 4.12866 4.46171
C -7.85585 2.52399 0.56457
Br -9.20057 1.15913 0.77200
Br -6.32329 2.19928 1.68800
Br -7.32572 2.73969 -1.27877
H -8.30334 3.45398 0.88698
C -4.69479 1.10755 -4.46718
Br -4.25724 2.72675 -3.51515
Br -4.44408 -0.45714 -3.36799
Br -6.47319 1.16528 -5.21966
H -4.00362 1.03208 -5.29544
C -8.84625 -2.38779 -2.47994
Br -10.11482 -2.90650 -1.11811
Br -8.51625 -0.48770 -2.45217
Br -7.20857 -3.40513 -2.35689
H -9.29337 -2.62154 -3.43612
*
```

***

The following is a DFT calculation (ωB97M-V/def2-TZVPD) of C27H40CdCl2N3O4 as an isolated structure in a non-equilibrium geometry.

The calculation puts the largest force on an atom at 3.572 eV/A. The calculation puts the energy relative to the best compared isomer or geometry (same formula, charge and spin) at 0.5560 eV. The total energy comes out at -70918.6299 eV.

```
! RIJCOSX wB97M-V def2-TZVPD def2/J DEFGRID3
* xyz -1 1
O 1.15806 -0.80174 -2.98472
C 0.05252 -0.32885 -3.45217
C 0.15219 1.12079 -3.94229
C 0.69178 2.09219 -3.10435
H 1.05190 1.79051 -2.11426
C 0.73765 3.42445 -3.53550
H 1.13019 4.18459 -2.85673
C 0.27347 3.75790 -4.81523
H 0.28578 4.79700 -5.14857
C -0.19823 2.75718 -5.67464
H -0.54504 2.99642 -6.68185
C -0.24833 1.43272 -5.23635
H -0.62112 0.62868 -5.87888
H -0.40048 -0.93510 -4.26415
C -2.10093 -1.76335 -2.55740
C -1.47700 -0.43478 -2.37773
H -2.83969 -1.75876 -3.38143
H -2.63577 -2.12260 -1.65975
H -1.33811 -2.50365 -2.82382
C -2.09392 0.72492 -2.12073
C -3.57606 0.88776 -1.94202
H -1.54330 1.66401 -2.15760
H -4.07571 1.17784 -2.87948
H -3.80550 1.65498 -1.19162
H -4.02920 -0.04991 -1.59425
Cd -2.24730 -0.40152 0.65637
Cl -4.53883 -0.08159 1.22499
C -2.16106 -0.36308 4.03720
O -1.61146 -0.85010 3.02509
N -1.62367 -0.44247 5.26694
C -0.49337 -1.32778 5.51361
C -2.31037 0.11359 6.42477
H -3.12505 0.17533 3.98435
H 0.19248 -1.30301 4.66353
H -0.83114 -2.36229 5.68282
H 0.01063 -0.97780 6.41853
H -2.86220 1.00974 6.11649
H -1.56921 0.37519 7.18829
H -3.02166 -0.60367 6.86139
H 4.97467 0.73518 -2.61756
H 4.55072 1.89388 -0.09233
C 3.91213 0.95572 -2.42802
C 3.66712 1.25807 0.04501
N 3.49206 0.42898 -1.13618
H 3.30408 0.48487 -3.21060
C 3.03168 -0.83555 -1.02770
O 2.50885 -1.31177 -0.00813
H 3.79393 0.62850 0.93063
H 3.15277 -1.42082 -1.95915
H 3.76567 2.04253 -2.44539
H 2.79893 1.91859 0.20188
H 0.27152 -5.64894 0.99046
H 2.09913 -4.99771 -0.45258
C -0.43590 -5.02957 0.42847
C 1.45450 -4.32381 -1.02965
N 0.30281 -3.95417 -0.21682
H -1.18710 -4.59934 1.09373
C -0.16283 -2.71194 -0.21039
O -1.20976 -2.38713 0.42173
H 2.00620 -3.41943 -1.29261
H 0.40866 -1.97755 -0.80270
H -0.91868 -5.66447 -0.32597
H 1.13489 -4.84716 -1.94335
Cl -2.05678 2.98194 1.53306
C -0.58242 2.48313 2.26188
C -0.11712 3.14570 3.38952
C 0.99713 2.65135 4.07755
C 1.62279 1.48542 3.62935
C 1.18749 0.84646 2.47844
C 0.10541 1.36501 1.73183
C -0.31896 0.76031 0.48912
H -0.63808 4.03484 3.73068
H 1.36214 3.16896 4.96387
H 2.46386 1.06713 4.18435
H 1.67175 -0.06405 2.11106
H 0.37886 0.01964 0.09202
H -0.60506 1.48345 -0.27435
*
```

***

The following is a DFT calculation (ωB97M-V/def2-TZVPD) of C27H40F3N7O6SV as an isolated structure in a non-equilibrium geometry.

The calculation puts the largest force on an atom at 5.715 eV/A. The total energy comes out at -96025.6169 eV.

```
! RIJCOSX wB97M-V def2-TZVPD def2/J DEFGRID3
* xyz 1 3
V -0.02891 -3.03797 -0.16451
N 0.64323 -0.43688 -0.34602
O -0.35229 -0.88525 -0.84313
O 0.86596 0.75324 -0.26527
O 1.34192 -1.34745 0.10473
C -0.86617 -5.09817 -3.68065
F 0.36604 -5.23875 -4.22008
F -1.81500 -5.17970 -4.59857
F -1.02721 -6.05923 -2.73855
S -0.93644 -3.38583 -2.78633
O -1.55931 -2.43427 -3.68768
O -1.56983 -3.51875 -1.47084
O 0.41008 -3.08576 -2.29334
N -2.36866 2.83609 -3.51073
C -3.74221 2.60902 -3.63717
C -4.01793 1.40622 -3.03217
C -2.83539 0.83169 -2.65545
C -1.85242 1.66652 -2.92374
H -1.93228 3.69141 -3.82395
H -4.34334 3.40606 -4.04919
H -5.01442 1.02029 -2.87580
H -2.64747 -0.08871 -2.12258
H -0.79528 1.53577 -2.74555
N 1.34043 3.51560 0.56128
C 1.21932 4.22745 1.74876
C 2.21271 5.17892 1.79817
C 2.87680 5.14589 0.58556
C 2.32922 4.14156 -0.14648
H 0.84637 2.71381 0.19639
H 0.49746 3.91292 2.48794
H 2.50172 5.79202 2.63899
H 3.69026 5.81420 0.34464
H 2.57346 3.75439 -1.12466
N 3.89757 2.05033 2.07912
C 4.42607 1.65112 3.27480
C 4.80121 0.36128 3.19553
C 4.46093 -0.04913 1.88111
C 4.00019 1.01006 1.15948
H 3.36226 2.87951 1.86465
H 4.52775 2.35823 4.08478
H 5.23425 -0.26224 3.96370
H 4.61467 -1.02217 1.43842
H 3.50252 1.04401 0.20158
N 3.44951 0.72942 -4.90021
C 3.09734 1.59647 -3.90878
C 1.87653 1.15176 -3.46250
C 1.50182 -0.04220 -4.02847
C 2.44438 -0.24234 -5.03299
H 4.23245 0.77383 -5.53671
H 3.75801 2.40102 -3.62134
H 1.26467 1.62014 -2.70576
H 0.66741 -0.67936 -3.77513
H 2.51808 -0.96728 -5.83014
N -2.81006 2.38443 2.07029
C -2.78651 2.10798 3.42303
C -1.55863 1.59807 3.73722
C -0.75114 1.67304 2.59615
C -1.54111 2.16935 1.59381
H -3.58286 2.81264 1.58089
H -3.64401 2.40287 4.00966
H -1.22630 1.20889 4.68827
H 0.29459 1.43020 2.47842
H -1.30960 2.44116 0.57454
C -3.10945 -1.17967 0.58329
C -2.05150 -1.50496 1.69403
N -1.29639 -2.83291 1.57874
C -0.61307 -2.86525 2.94728
C 0.59721 -1.87214 3.10581
C -2.40883 -3.88629 1.56999
C -1.91328 -5.35130 1.50216
H -4.14588 -1.16620 0.92053
H -3.07026 -1.80872 -0.30602
H -2.93849 -0.15469 0.25422
H -1.26830 -0.75777 1.56599
H -2.48907 -1.41389 2.68819
H -1.35669 -2.69645 3.72614
H -0.20217 -3.82936 3.24691
H 0.45092 -0.87059 2.70132
H 0.95470 -1.66562 4.11459
H 1.53738 -2.18432 2.65112
H -2.90874 -3.72743 0.61451
H -3.05653 -3.72147 2.43106
H -1.59353 -5.75697 0.54233
H -2.75659 -5.94177 1.86032
H -1.09383 -5.55966 2.19005
*
```

***

The following is a DFT calculation (ωB97M-V/def2-TZVPD) of a 4-piece molecular cluster, C27H40IO16P3S overall in a non-equilibrium geometry.

The SMILES is O=C(O)CCCc1cc(S)c2c(c1)C(=O)c1cc(I)ccc1C2=O.COP(=O)(OC)OC.COP(=O)(OC)OC.COP(=O)(OC)OC. The calculation puts the largest force on an atom at 8.540 eV/A. The total energy comes out at -108200.8664 eV.

```
! RIJCOSX wB97M-V def2-TZVPD def2/J DEFGRID3
* xyz 0 1
O 7.01733 -1.91607 0.21406
C 6.28841 -1.83061 -0.72940
O 5.97054 -2.92556 -1.53637
C 5.58688 -0.48315 -1.09908
C 4.42699 -0.24641 -0.00800
C 3.31610 0.65671 -0.73647
C 2.04865 -0.23329 -1.00122
C 1.97285 -1.19441 -2.10746
C 0.73011 -1.96732 -2.32191
S 0.52202 -3.14782 -3.68840
C -0.38353 -1.75559 -1.40628
C -0.27823 -0.79614 -0.28290
C 0.92555 -0.02492 -0.05298
C -1.52086 -0.59228 0.64928
O -1.43467 -0.50261 1.85087
C -2.88589 -0.56164 -0.11448
C -3.95661 0.35967 0.23549
C -5.18465 0.34730 -0.56428
I -6.83178 1.64864 -0.15354
C -5.31322 -0.57895 -1.70029
C -4.21711 -1.51082 -2.02411
C -2.99350 -1.51520 -1.24405
C -1.77837 -2.46304 -1.52603
O -1.89616 -3.63650 -1.77668
H 5.26345 -2.64001 -2.14722
H 6.25403 0.41035 -1.07372
H 5.05583 -0.52095 -2.08926
H 4.01347 -1.24433 0.29894
H 4.82488 0.27361 0.90557
H 3.72271 1.12521 -1.66515
H 3.06453 1.49934 -0.03307
H 2.84360 -1.34906 -2.79390
H 0.64582 -4.42955 -3.17669
H 1.05374 0.70757 0.78279
H -3.77276 1.04727 1.09102
H -6.24484 -0.54996 -2.31896
H -4.32748 -2.19367 -2.90411
C -1.84231 1.08963 3.89164
O -2.24939 2.00588 4.88921
P -1.70651 3.60679 5.04394
O -2.72038 4.09685 4.03557
O -0.29138 3.23340 4.26452
C 0.65929 2.37451 4.89353
O -1.18077 5.19960 5.35557
C 0.19263 5.55116 5.40673
H -2.70169 0.45143 3.67186
H -1.52821 1.57998 2.97384
H -1.06554 0.43774 4.28880
H 0.88936 1.55010 4.21905
H 0.28238 1.97887 5.83995
H 1.58312 2.92807 5.07458
H 0.63411 5.51222 4.40971
H 0.73534 4.91199 6.10412
H 0.26226 6.57826 5.76832
C -2.00701 -9.99521 -4.47239
O -1.64079 -8.66019 -4.74648
P -0.55296 -7.71248 -3.85133
O 0.66707 -8.24926 -4.55241
O -0.84247 -8.59859 -2.48340
C -2.13415 -8.57187 -1.87673
O 0.33197 -6.55757 -2.96323
C 0.14083 -6.36687 -1.56585
H -2.18354 -10.48057 -5.43750
H -1.23321 -10.54569 -3.94048
H -2.95649 -10.01230 -3.93696
H -2.49338 -9.59474 -1.76877
H -2.84735 -7.99382 -2.46965
H -2.05620 -8.13631 -0.87874
H 0.53273 -7.21843 -1.00931
H -0.90945 -6.19103 -1.33506
H 0.70278 -5.47979 -1.26751
C 1.26814 9.12004 -0.90709
O 2.01859 8.07901 -0.31992
P 1.49833 6.48136 -0.07238
O 1.86122 6.02868 -1.46324
O -0.08573 6.96130 -0.02905
C -0.54876 7.80035 1.02889
O 1.07970 4.91701 0.44729
C -0.11227 4.64985 1.17407
H 1.97583 9.75481 -1.44978
H 0.51640 8.75774 -1.60586
H 0.82873 9.74072 -0.12598
H -1.02527 8.68007 0.59767
H 0.26842 8.11126 1.68527
H -1.29933 7.26459 1.61362
H -0.98499 4.75816 0.52972
H -0.18248 5.29223 2.05167
H -0.07502 3.61521 1.51792
*
```